{"formula": "C3H11N2O", "method": "wB97M-V/def2-TZVPD", "e_above_lowest_kj_mol": 138.58, "orbital_gap_ev": [5.21, 9.43], "multiplicity": 2, "elements": ["C", "C", "N", "H", "H", "H", "C", "H", "H", "H", "N", "H", "H", "O", "H", "H", "H"], "coordinates": [[-0.8131, -0.1656, 1.3549], [-0.3892, 0.2284, 2.7797], [2.0287, 0.6738, -0.8903], [1.0765, -1.1527, -0.5243], [0.5801, -0.3183, 2.8697], [-2.0298, -1.6601, -2.2876], [1.0726, -0.0468, -0.4141], [-0.7666, -1.3115, 1.1946], [3.0391, 0.3746, -0.8025], [-1.8779, 0.1156, 1.3684], [0.1322, 0.4586, 0.3704], [1.7249, 1.6644, -1.2728], [-1.0238, -0.1962, 3.6394], [-1.5930, -0.9664, -2.8492], [-2.2901, -0.5539, -3.4178], [0.0349, 1.4848, 0.2930], [-0.0710, 1.2620, 3.0499]]}